ORCA calculation (ωB97M-V/def2-TZVPD) on a molecular structure, C27H53Cl26N3O4Si2 in a non-equilibrium geometry.

```
115
Properties=species:S:1:pos:R:3:forces:R:3
C 0.573 4.107 0.747 0.45 -0.02 -0.90
C 0.970 2.915 -0.210 -1.76 0.23 1.12
C -0.057 1.761 0.037 1.09 -0.61 0.48
C 0.617 0.366 -0.103 -1.45 0.61 -0.17
N 1.204 0.148 -1.450 0.58 -1.16 0.87
Si 1.366 -1.601 -1.681 -0.82 1.56 0.04
C -0.259 -2.297 -2.337 0.02 -0.44 0.63
C -1.221 -2.870 -1.246 -0.63 0.06 -0.11
C -2.631 -2.917 -1.869 0.33 -0.92 -0.06
O -2.882 -3.823 -2.638 -0.09 0.85 -0.12
N -3.603 -1.924 -1.499 0.54 -0.70 0.32
C -4.140 -2.356 -0.208 0.13 0.14 0.48
C -4.164 -1.456 0.863 0.47 -1.01 0.42
C -4.657 -1.919 2.098 1.19 0.16 0.84
C -5.087 -3.228 2.326 0.56 -0.17 -0.95
C -5.073 -4.103 1.228 0.28 0.11 -0.10
C -4.600 -3.672 -0.019 -0.02 0.22 0.19
O 1.778 -2.258 -0.170 0.76 -0.98 -1.52
Si 2.883 -3.511 -0.220 0.63 0.18 1.25
N 4.439 -3.073 -0.900 -0.41 -0.08 0.40
C 3.180 -4.004 1.621 -0.84 1.33 -0.26
O 4.301 -3.216 2.087 -0.15 -0.87 -0.67
O 4.960 -3.979 3.080 0.31 -0.19 0.66
H 0.501 5.024 0.135 0.19 -0.17 0.53
H 1.335 4.253 1.532 -0.77 -0.07 -0.42
H -0.428 3.958 1.183 0.45 0.00 -0.04
H 2.008 2.569 -0.008 -1.00 0.33 -0.23
H 0.820 3.271 -1.239 0.67 -0.32 0.19
H -0.409 1.829 1.087 0.14 -0.08 -0.40
H -0.963 1.830 -0.589 0.50 0.06 -0.01
H -0.196 -0.374 0.026 0.36 0.13 0.08
H 1.325 0.206 0.731 -0.11 0.10 -0.39
H 2.140 0.551 -1.433 -0.20 0.12 -0.28
H 2.406 -1.798 -2.699 0.22 -0.19 0.18
H 0.000 -3.126 -3.020 -0.26 0.40 0.10
H -0.779 -1.516 -2.918 0.36 -0.17 0.14
H -1.209 -2.322 -0.291 -0.03 0.02 -0.42
H -0.952 -3.917 -1.028 -0.07 0.44 -0.06
H -4.341 -1.900 -2.200 0.07 -0.23 0.06
H -3.802 -0.431 0.759 -0.15 -0.38 -0.09
H -4.659 -1.213 2.937 -0.07 -0.26 -0.33
H -5.425 -3.567 3.303 0.12 0.23 -0.29
H -5.386 -5.150 1.303 0.02 0.46 0.19
H -4.580 -4.379 -0.853 0.02 0.30 0.22
H 2.421 -4.708 -0.945 -0.24 0.06 -0.19
H 5.085 -3.832 -0.675 -0.03 0.12 -0.31
H 4.830 -2.265 -0.414 -0.07 -0.02 -0.21
H 2.301 -3.629 2.186 0.22 -0.75 -0.04
H 3.327 -5.085 1.757 0.06 0.38 0.07
H 5.423 -4.666 2.572 0.02 0.25 0.00
C 3.741 -3.124 -4.940 0.22 -0.02 0.14
Cl 4.582 -1.580 -4.812 0.13 -0.21 0.31
Cl 2.021 -2.899 -5.304 -0.07 -0.14 -0.13
H 4.194 -3.707 -5.735 -0.08 0.09 -0.06
H 3.831 -3.651 -3.994 -0.09 0.13 0.04
C 7.589 0.265 -7.175 -0.01 0.09 -0.10
Cl 8.138 -1.316 -6.602 0.05 -0.06 -0.06
Cl 6.862 1.208 -5.869 -0.03 0.04 -0.05
H 8.439 0.811 -7.569 0.03 -0.04 0.12
H 6.849 0.115 -7.954 -0.04 -0.07 0.11
C 4.613 4.025 -1.496 0.03 -0.04 0.10
Cl 4.093 5.311 -2.589 0.07 0.04 0.04
Cl 3.678 2.545 -1.753 0.60 -0.03 -0.42
H 5.660 3.814 -1.676 -0.08 -0.04 -0.12
H 4.473 4.355 -0.471 -0.12 0.02 -0.06
C 7.587 7.217 -1.465 0.03 0.09 -0.11
Cl 7.409 5.652 -0.659 0.17 0.02 0.04
Cl 6.285 8.325 -1.022 0.04 0.04 -0.03
H 8.535 7.654 -1.170 -0.07 -0.04 0.10
H 7.566 7.061 -2.538 -0.12 -0.05 0.05
C -8.495 -1.467 0.717 0.10 0.01 -0.07
Cl -9.260 -0.213 -0.282 0.01 0.02 0.05
Cl -6.728 -1.317 0.729 -2.43 0.56 -0.50
H -8.863 -1.373 1.733 0.02 0.11 -0.05
H -8.761 -2.441 0.315 0.03 0.08 -0.08
C -8.284 -3.956 5.032 -0.19 0.03 0.07
Cl -6.675 -4.366 5.642 0.00 0.00 0.07
Cl -8.330 -3.947 3.264 -0.11 -0.02 0.06
H -8.993 -4.692 5.396 0.09 -0.05 -0.06
H -8.554 -2.970 5.394 0.11 0.00 -0.06
C 2.487 -0.818 -8.289 -0.05 -0.02 -0.01
Cl 2.508 -0.853 -10.058 -0.07 -0.03 -0.01
Cl 3.976 -0.128 -7.634 -0.12 0.16 -0.20
H 1.649 -0.213 -7.960 0.08 0.06 -0.05
H 2.380 -1.832 -7.920 0.08 0.02 -0.05
C 2.568 6.776 3.201 0.06 0.03 0.05
Cl 3.242 5.233 2.652 0.33 0.17 0.21
Cl 1.018 7.132 2.424 0.00 0.08 0.07
H 2.419 6.727 4.275 -0.02 -0.14 -0.19
H 3.269 7.568 2.960 -0.02 -0.07 -0.10
C 1.087 8.937 5.776 -0.08 0.08 -0.13
Cl -0.221 9.222 6.925 -0.03 0.04 -0.04
Cl 2.372 7.948 6.490 0.05 0.05 0.07
H 0.686 8.420 4.909 -0.04 -0.07 0.10
H 1.506 9.892 5.478 0.03 -0.02 0.13
C -2.350 5.385 3.968 0.03 -0.10 -0.01
Cl -1.904 6.760 4.985 0.01 -0.03 0.12
Cl -2.568 5.873 2.284 -0.05 -0.06 -0.04
H -1.563 4.640 4.018 0.06 0.12 -0.06
H -3.281 4.967 4.334 -0.01 0.12 -0.03
C 10.194 -2.115 -3.274 0.00 -0.02 -0.12
Cl 8.687 -2.244 -2.362 -0.06 -0.03 -0.07
Cl 11.474 -1.362 -2.314 0.05 -0.01 -0.05
H 10.514 -3.111 -3.563 0.00 0.01 0.12
H 10.016 -1.511 -4.157 -0.04 0.06 0.10
C -12.554 -0.692 -1.668 0.11 0.02 -0.07
Cl -13.448 0.792 -1.313 0.05 0.04 -0.04
Cl -13.328 -2.104 -0.937 0.06 -0.06 -0.02
H -12.518 -0.830 -2.744 -0.13 -0.01 0.04
H -11.550 -0.599 -1.268 -0.18 -0.02 0.05
C -5.725 -6.035 9.242 0.02 -0.01 -0.12
Cl -7.187 -6.036 10.234 -0.05 -0.04 -0.07
Cl -4.367 -5.292 10.094 0.05 -0.02 -0.07
H -5.466 -7.060 8.997 0.00 0.01 0.13
H -5.918 -5.474 8.333 -0.02 0.06 0.12
```
Positions in Å, forces in eV/Å.

Computed properties:
- Kohn-Sham gap (eV) = 9.426
- E_HOMO (eV) = -9.14

These are the Mulliken partial charges, in e, on atoms 1 to 2:
1 C -0.74
2 C 0.16